# 1
Entry from the OMol25 dataset: a structure of composition C39H39Cl4Ge2N6O4W (ωB97M-V/def2-TZVPD).

As for the expectation value of S²: 0.763. For the frontier orbital gap (alpha / beta), the calculation gives 5.667 / 5.664 eV. The calculation puts the molar mass at 1126.65 g mol⁻¹.

```
! wB97M-V def2-TZVPD RIJCOSX def2/J DEFGRID3
* xyz 2 2
W 0.807 0.198 -0.019
O -1.670 1.463 7.665
C -1.939 1.818 6.399
O -2.945 2.396 6.114
C -0.940 1.427 5.339
C -0.888 2.231 4.206
C -0.067 1.904 3.142
C 0.683 0.737 3.224
C 0.657 -0.075 4.346
C -0.156 0.283 5.414
N 1.494 0.363 2.082
C 2.754 0.306 2.260
C 3.668 0.117 1.139
C 5.034 0.067 1.326
C 5.855 -0.038 0.206
C 5.273 -0.083 -1.046
C 3.886 -0.022 -1.151
N 3.103 0.069 -0.085
H -0.764 1.153 7.768
H -1.508 3.116 4.165
H -0.024 2.530 2.259
H 1.247 -0.983 4.385
H -0.202 -0.368 6.279
H 3.180 0.473 3.247
H 5.454 0.122 2.322
H 6.930 -0.072 0.321
H 5.869 -0.150 -1.945
H 3.386 -0.030 -2.112
Cl 2.755 6.400 -1.994
C 2.333 4.740 -1.999
C 2.397 3.999 -3.184
Cl 2.904 4.744 -4.641
C 2.051 2.646 -3.192
Cl 2.127 1.687 -4.617
C 1.624 2.051 -2.016
O 1.275 0.759 -1.888
C 1.563 2.795 -0.843
O 1.133 2.094 0.231
C 1.917 4.131 -0.812
Cl 1.836 4.976 0.676
C -3.914 0.757 -3.639
Ge -1.988 0.974 -3.390
C -1.369 2.655 -4.152
C -1.031 -0.616 -4.034
Ge -1.617 1.017 -0.985
C -2.133 2.508 0.139
C -1.750 3.799 -0.236
C -2.118 4.894 0.533
C -2.877 4.710 1.682
C -3.278 3.435 2.055
C -2.909 2.339 1.287
C -1.972 -0.616 -0.015
C -2.480 -1.822 -0.535
C -2.459 -2.964 0.232
C -1.883 -2.969 1.516
C -1.332 -1.823 2.025
C -1.370 -0.642 1.255
H -4.126 0.792 -4.710
H -4.474 1.560 -3.160
H -4.278 -0.195 -3.254
H -1.498 2.623 -5.234
H -0.318 2.859 -3.934
H -1.971 3.476 -3.762
H -1.112 -0.692 -5.118
H -1.493 -1.508 -3.599
H 0.023 -0.568 -3.765
H -1.164 3.961 -1.136
H -1.815 5.889 0.236
H -3.167 5.564 2.281
H -3.880 3.293 2.944
H -3.237 1.352 1.590
H -2.945 -1.842 -1.515
H -2.918 -3.872 -0.141
H -1.901 -3.874 2.110
H -0.914 -1.811 3.023
H -1.140 0.318 1.716
C -0.891 -5.706 -2.122
C 0.296 -6.098 -1.250
C -0.085 -6.201 0.223
C 1.493 -5.170 -1.460
N 1.207 -3.764 -1.086
C 0.627 -2.798 -1.808
N 0.562 -1.736 -1.041
N 1.082 -2.084 0.139
N 1.523 -3.284 0.119
H -1.680 -6.452 -2.040
H -0.620 -5.631 -3.178
H -1.328 -4.754 -1.802
H 0.660 -7.073 -1.585
H -0.448 -5.244 0.604
H 0.758 -6.514 0.841
H -0.885 -6.929 0.353
H 1.805 -5.149 -2.504
H 2.344 -5.460 -0.848
H 0.297 -2.885 -2.831
*
```

Which charges does Mulliken predict for the atoms? In e, they are:
1. W 2.247
2. O -0.474
3. C 0.538
4. O -0.499
5. C 0.394
6. C -0.900
7. C -0.302
8. C -0.644
9. C -0.761
10. C -0.767
11. N 0.195
12. C 0.356
13. C 0.014
14. C -0.824
15. C -0.510
16. C -1.155
17. C -0.137
18. N 0.077
19. H 0.332
20. H 0.645
21. H 0.496
22. H 0.566
23. H 0.403
24. H 0.521
25. H 0.556
26. H 0.482
27. H 0.502
28. H 0.629
29. Cl -0.168
30. C 0.592
31. C 0.747
32. Cl -0.144
33. C 0.480
34. Cl -0.118
35. C -0.488
36. O -1.401
37. C -1.047
38. O 0.198
39. C 0.414
40. Cl -0.161
41. C -1.223
42. Ge 1.023
43. C -0.859
44. C -0.663
45. Ge 0.492
46. C 0.380
47. C -0.375
48. C -0.772
49. C -0.547
50. C -0.808
51. C 0.053
52. C 0.577
53. C -0.746
54. C -0.493
55. C -1.032
56. C -0.965
57. C -0.041
58. H 0.457
59. H 0.404
60. H 0.356
61. H 0.444
62. H 0.064
63. H 0.421
64. H 0.584
65. H 0.311
66. H -0.078
67. H 0.403
68. H 0.480
69. H 0.458
70. H 0.466
71. H 0.377
72. H 0.411
73. H 0.542
74. H 0.527
75. H 0.546
76. H 0.290
77. C -1.338
78. C 0.884
79. C -1.332
80. C -1.274
81. N 0.675
82. C -0.828
83. N 0.468
84. N 0.329
85. N -1.579
86. H 0.426
87. H 0.383
88. H 0.154
89. H 0.337
90. H 0.092
91. H 0.394
92. H 0.437
93. H 0.498
94. H 0.368
95. H 0.557


# 2
Entry from the OMol25 dataset: a cluster of 2 separate species, C4H11N2O in total (ωB97M-V/def2-TZVPD).

For the frontier orbital gap, the calculation gives 11.600 eV. The calculation puts the molar mass at 103.14 g mol⁻¹.

```
! wB97M-V def2-TZVPD RIJCOSX def2/J DEFGRID3
* xyz 1 1
C 2.028 -1.428 1.340
C 2.232 -0.192 -0.625
N 1.444 -0.718 0.205
H 1.422 -1.277 2.228
H 3.051 -1.131 1.536
H 2.008 -2.494 1.131
H 1.835 0.309 -1.503
H 3.318 -0.231 -0.497
O -2.588 2.276 0.316
C -2.533 1.759 -0.761
C -1.701 0.507 -0.971
N -1.181 0.067 0.350
H -2.986 2.183 -1.664
H -2.336 -0.253 -1.419
H -0.870 0.692 -1.655
H -1.729 -0.694 0.742
H -0.151 -0.253 0.270
H -1.262 0.881 0.979
*
```

Which charges does natural (NBO) predict for the atoms? In e, they are:
1. C -0.445
2. C 0.014
3. N -0.469
4. H 0.211
5. H 0.209
6. H 0.229
7. H 0.179
8. H 0.182
9. O -0.487
10. C 0.429
11. C -0.343
12. N -0.721
13. H 0.163
14. H 0.253
15. H 0.247
16. H 0.434
17. H 0.465
18. H 0.450


# 3
Entry from the OMol25 dataset: a cluster of 2 separate species, C21H27BBr2ClF2N3O5 in total at a distorted geometry (ωB97M-V/def2-TZVPD).

For the frontier orbital gap, the calculation gives 6.986 eV. The calculation puts the molar mass at 645.53 g mol⁻¹. Its SMILES is C[C@H](Cl)Cc1nc2c(CB(O)O)c([C@H](Br)[C@@H](C)Br)c([C@@H](C)F)cc2nc1CN.O=C1OC[C@@H](F)O1.

```
! wB97M-V def2-TZVPD RIJCOSX def2/J DEFGRID3
* xyz 0 1
C 2.434 4.759 2.240
C 3.346 3.549 1.580
Cl 3.435 3.769 -0.260
C 2.656 2.098 2.045
C 1.782 1.402 0.813
N 0.365 1.830 0.610
C -0.323 1.170 -0.552
C -1.913 1.565 -0.899
C -2.577 2.717 0.054
B -3.530 2.134 1.283
O -2.818 1.491 2.444
O -4.993 2.244 1.380
C -2.810 0.898 -2.081
C -4.346 1.102 -2.510
Br -5.439 2.610 -1.920
C -5.175 -0.320 -2.192
C -6.093 -0.271 -0.845
Br -6.449 -0.590 -3.752
C -2.003 -0.225 -3.034
C -2.642 -1.025 -4.307
C -1.562 -0.822 -5.568
F -2.856 -2.489 -4.011
C -0.404 -0.602 -2.723
C 0.456 0.070 -1.464
N 1.870 -0.431 -1.321
C 2.466 0.283 -0.145
C 4.044 -0.139 0.228
N 4.072 -1.316 1.225
H 2.573 4.795 3.420
H 1.295 4.575 2.050
H 2.681 5.826 1.779
H 4.466 3.651 1.976
H 1.891 2.322 2.896
H 3.478 1.374 2.492
H -1.742 3.339 0.648
H -3.103 3.587 -0.574
H -2.342 2.289 2.870
H -5.297 2.436 2.338
H -4.355 1.160 -3.708
H -4.450 -1.235 -2.137
H -6.488 -1.385 -0.669
H -5.532 0.016 0.144
H -7.089 0.363 -1.020
H -3.662 -0.630 -4.711
H -1.041 0.226 -5.372
H -0.697 -1.644 -5.543
H -2.154 -0.823 -6.583
H 0.151 -1.385 -3.435
H 4.668 0.776 0.634
H 4.571 -0.536 -0.739
H 3.562 -0.939 2.075
H 3.513 -2.115 0.801
O 6.219 -7.043 4.071
C 5.392 -6.207 3.746
O 5.549 -5.339 2.700
C 4.328 -4.638 2.576
C 3.744 -4.762 3.942
F 2.394 -4.795 3.888
O 4.203 -6.019 4.384
H 3.712 -5.116 1.807
H 4.501 -3.597 2.291
H 4.070 -3.984 4.642
*
```

Which charges does natural (NBO) predict for the atoms? In e, they are:
1. C -0.651
2. C -0.182
3. Cl -0.068
4. C -0.472
5. C 0.189
6. N -0.411
7. C 0.133
8. C 0.052
9. C -0.855
10. B 1.205
11. O -0.942
12. O -0.931
13. C -0.045
14. C -0.358
15. Br 0.076
16. C -0.227
17. C -0.678
18. Br -0.032
19. C -0.035
20. C 0.143
21. C -0.659
22. F -0.394
23. C -0.199
24. C 0.139
25. N -0.392
26. C 0.192
27. C -0.274
28. N -0.843
29. H 0.223
30. H 0.227
31. H 0.238
32. H 0.233
33. H 0.250
34. H 0.234
35. H 0.268
36. H 0.271
37. H 0.488
38. H 0.508
39. H 0.264
40. H 0.256
41. H 0.229
42. H 0.248
43. H 0.244
44. H 0.213
45. H 0.238
46. H 0.233
47. H 0.232
48. H 0.252
49. H 0.219
50. H 0.231
51. H 0.353
52. H 0.369
53. O -0.558
54. C 0.956
55. O -0.472
56. C -0.141
57. C 0.441
58. F -0.325
59. O -0.479
60. H 0.201
61. H 0.223
62. H 0.153


# 4
Entry from the OMol25 dataset: a structure of composition C27H21GdN7O3S4 at a distorted geometry (ωB97M-V/def2-TZVPD).

As for the expectation value of S²: 16.133. For the frontier orbital gap (alpha / beta), the calculation gives 4.694 / 5.437 eV. The calculation puts the molar mass at 777.03 g mol⁻¹.

```
! wB97M-V def2-TZVPD RIJCOSX def2/J DEFGRID3
* xyz 1 8
Gd 0.305 -0.231 -0.495
O -7.700 -0.394 -0.821
N -6.781 0.338 -0.493
O -6.987 1.457 0.065
C -5.363 -0.118 -0.640
C -5.262 -1.363 -1.170
C -3.979 -1.880 -1.432
C -3.818 -3.064 -2.174
C -2.565 -3.370 -2.706
C -1.442 -2.576 -2.288
N -1.588 -1.525 -1.484
C -2.813 -1.134 -1.002
C -2.983 0.062 -0.291
N -1.926 0.570 0.442
C -2.055 1.821 0.936
C -3.144 2.616 0.623
C -4.298 2.045 0.077
C -4.272 0.672 -0.255
H -6.186 -1.998 -1.363
H -4.706 -3.648 -2.388
H -2.461 -4.127 -3.444
H -0.417 -2.826 -2.553
H -1.228 2.178 1.577
H -3.143 3.704 0.845
H -5.137 2.700 -0.173
S -0.253 -2.434 1.651
C 1.373 -2.919 1.913
C 1.722 -3.428 3.154
C 3.068 -3.409 3.515
C 4.045 -3.260 2.585
C 3.760 -3.122 1.205
C 2.420 -2.769 0.880
S 2.099 -2.276 -0.765
H 0.993 -3.738 3.871
H 3.308 -3.368 4.553
H 5.093 -3.131 2.897
H 4.547 -3.245 0.401
N -0.861 1.279 -2.263
N 0.139 2.210 -2.677
C 1.346 1.772 -2.998
N 2.115 2.803 -3.388
S 1.842 0.174 -2.839
H -1.188 0.750 -3.057
H -1.650 1.771 -1.844
H 0.007 3.243 -2.780
H 1.606 3.571 -3.785
H 3.062 2.671 -3.715
S 2.487 4.197 0.551
C 1.405 2.965 -0.017
N 1.822 1.710 0.061
C 3.017 1.618 0.781
C 3.720 0.419 1.101
C 4.789 0.504 1.995
C 5.142 1.782 2.469
C 4.542 2.959 2.090
C 3.495 2.885 1.191
H 0.390 3.239 -0.290
H 3.403 -0.537 0.654
H 5.363 -0.345 2.301
H 5.827 1.833 3.261
H 4.933 3.925 2.380
O 0.454 -0.029 3.350
C 0.565 -0.177 2.212
*
```

Which charges does Mulliken predict for the atoms? In e, they are:
1. Gd 0.220
2. O -0.625
3. N 0.990
4. O -0.609
5. C -0.649
6. C -0.456
7. C 0.608
8. C -0.419
9. C -1.101
10. C -0.172
11. N 0.532
12. C -0.169
13. C 0.482
14. N 0.124
15. C -0.297
16. C -0.987
17. C -0.742
18. C 0.363
19. H 0.434
20. H 0.458
21. H 0.449
22. H 0.424
23. H 0.549
24. H 0.372
25. H 0.498
26. S -0.223
27. C 0.414
28. C -0.644
29. C -0.520
30. C -0.195
31. C -0.697
32. C 0.291
33. S -0.220
34. H 0.455
35. H 0.408
36. H 0.444
37. H 0.327
38. N -0.144
39. N -0.419
40. C 0.571
41. N -0.412
42. S -0.212
43. H 0.269
44. H 0.185
45. H 0.255
46. H 0.182
47. H 0.246
48. S -0.218
49. C -0.380
50. N 0.662
51. C -0.446
52. C 0.039
53. C -0.663
54. C -0.593
55. C -0.542
56. C 0.627
57. H 0.351
58. H 0.255
59. H 0.478
60. H 0.422
61. H 0.405
62. O -0.232
63. C 0.194


# 5
Entry from the OMol25 dataset: an isolated molecule of C3H7O6P at a distorted geometry (ωB97M-V/def2-TZVPD).

For the frontier orbital gap, the calculation gives 9.582 eV. The calculation puts the molar mass at 170.06 g mol⁻¹.

```
! wB97M-V def2-TZVPD RIJCOSX def2/J DEFGRID3
* xyz 0 1
C 0.539 -0.456 -0.842
C -0.791 0.352 -0.524
C 0.742 -1.702 -0.011
O 1.666 1.609 0.484
O -1.791 -0.110 -1.316
O -0.678 1.707 -0.672
O 1.465 -1.185 1.130
O -1.649 1.071 1.706
O -1.030 0.064 0.881
P 2.135 0.382 -0.170
H 0.408 -0.558 -1.886
H 1.288 -2.396 -0.532
H -0.095 -2.195 0.345
H -2.240 0.628 -1.609
H 0.130 1.996 -0.236
H 0.877 -0.953 1.740
H -0.978 1.748 1.509
*
```

Which charges does natural (NBO) predict for the atoms? In e, they are:
1. C -0.653
2. C 0.747
3. C -0.084
4. O -1.105
5. O -0.696
6. O -0.746
7. O -0.690
8. O -0.409
9. O -0.369
10. P 1.390
11. H 0.246
12. H 0.196
13. H 0.212
14. H 0.487
15. H 0.512
16. H 0.500
17. H 0.461


# 6
Entry from the OMol25 dataset: a structure of composition C27H55Cl7F4MgNaO15S2 at a distorted geometry (ωB97M-V/def2-TZVPD).

For the frontier orbital gap, the calculation gives 1.997 eV. The calculation puts the molar mass at 1055.31 g mol⁻¹.

```
! wB97M-V def2-TZVPD RIJCOSX def2/J DEFGRID3
* xyz 1 1
C 6.413 2.248 1.421
C 6.487 1.320 0.158
C 6.639 -0.214 0.550
C 5.319 -0.980 0.211
C 5.077 -2.268 1.120
C 4.372 -3.382 0.272
C 3.058 -2.871 -0.436
C 1.742 -3.640 0.012
C 0.541 -2.676 0.362
C 0.466 -2.320 1.883
O -0.858 -1.783 2.080
C -0.908 -0.485 2.625
C -0.113 0.616 1.868
C -0.579 0.947 0.409
C 0.010 2.383 0.100
C 1.574 2.358 0.080
S 2.419 2.938 1.591
O 3.067 1.797 2.278
O 3.452 3.958 1.211
Cl 1.164 3.879 2.940
O -0.647 -3.426 0.131
C -1.592 -2.683 -0.661
H 7.417 2.285 1.897
H 5.734 1.762 2.157
H 6.033 3.254 1.137
H 7.269 1.649 -0.571
H 5.485 1.395 -0.386
H 6.863 -0.270 1.639
H 7.508 -0.613 -0.020
H 4.428 -0.327 0.374
H 5.306 -1.342 -0.847
H 6.034 -2.616 1.578
H 4.420 -1.972 1.974
H 4.098 -4.223 0.950
H 5.056 -3.803 -0.505
H 3.178 -3.061 -1.528
H 2.873 -1.782 -0.251
H 1.902 -4.358 0.847
H 1.419 -4.233 -0.876
H 0.648 -1.804 -0.323
H 1.299 -1.702 2.289
H 0.515 -3.301 2.421
H -0.639 -0.456 3.725
H -1.992 -0.180 2.586
H 0.982 0.406 1.810
H -0.248 1.558 2.462
H -0.267 0.198 -0.348
H -1.688 1.081 0.398
H -0.324 2.741 -0.890
H -0.449 3.070 0.844
H 1.946 3.023 -0.741
H 1.904 1.314 -0.152
H -2.567 -3.238 -0.649
H -1.786 -1.707 -0.135
H -1.231 -2.467 -1.694
C 6.739 8.315 1.759
S 6.358 6.866 0.758
O 6.465 7.267 -0.665
C 4.591 6.818 1.162
H 7.792 8.554 1.624
H 6.130 9.160 1.436
H 6.550 8.091 2.811
H 4.118 7.763 0.874
H 4.468 6.643 2.237
H 4.132 5.997 0.608
C 1.861 5.236 6.611
Cl 0.282 4.523 6.957
Cl 1.733 6.998 6.481
Cl 3.035 4.788 7.849
H 2.207 4.848 5.659
Mg 4.962 2.258 -2.066
O -4.888 -6.142 -1.240
Cl -5.221 -4.760 -1.005
O -4.048 -3.935 -1.252
O -5.639 -4.583 0.370
O -6.285 -4.352 -1.893
C 1.138 3.787 -5.216
C -0.174 3.742 -6.029
O -0.967 2.613 -5.744
C -1.736 2.630 -4.543
O -2.448 3.706 -4.384
C -0.795 2.335 -3.332
F 0.134 1.437 -3.676
F -1.421 1.797 -2.272
F -0.147 3.406 -2.854
H 1.584 2.795 -5.136
H 1.853 4.461 -5.689
H 0.966 4.163 -4.214
H 0.082 3.649 -7.087
H -0.725 4.681 -5.933
H -2.301 1.677 -4.629
C -8.299 -7.133 0.468
Cl -7.975 -6.294 -1.054
Cl -6.807 -7.518 1.340
H -8.915 -6.495 1.095
H -8.824 -8.058 0.253
C -12.650 -6.343 -2.521
C -12.304 -7.132 -3.755
O -11.166 -7.881 -3.339
C -11.217 -7.985 -1.987
O -10.509 -8.689 -1.340
O -12.184 -7.184 -1.469
H -13.719 -6.158 -2.426
H -12.118 -5.389 -2.472
H -13.097 -7.826 -4.044
H -12.061 -6.498 -4.605
F 2.969 3.112 -3.687
O -2.931 -1.923 5.134
H -2.580 -1.910 4.212
H -3.865 -2.224 5.159
H -2.823 -1.054 5.568
Na 2.459 7.358 1.759
*
```

These are the Mulliken partial charges, in e, on atoms 1 to 99:
1. C -0.759
2. C 0.321
3. C -1.157
4. C 0.474
5. C -0.771
6. C -0.962
7. C 0.513
8. C -0.969
9. C 0.605
10. C -0.683
11. O -0.395
12. C -1.245
13. C 0.847
14. C -0.361
15. C -0.595
16. C 0.005
17. S 0.982
18. O -0.556
19. O -0.336
20. Cl -0.294
21. O -0.413
22. C -0.237
23. H 0.419
24. H 0.270
25. H -0.086
26. H 0.735
27. H -0.731
28. H 0.461
29. H 0.267
30. H -0.364
31. H 0.386
32. H 0.431
33. H 0.238
34. H 0.392
35. H 0.340
36. H 0.455
37. H -0.535
38. H 0.435
39. H 0.191
40. H -0.091
41. H 0.217
42. H 0.468
43. H 0.245
44. H 0.536
45. H -0.381
46. H 0.169
47. H 0.043
48. H 0.517
49. H -0.326
50. H 0.604
51. H 0.478
52. H -0.236
53. H 0.352
54. H -0.050
55. H 0.212
56. C -0.982
57. S 0.568
58. O -0.615
59. C -1.323
60. H 0.357
61. H 0.304
62. H 0.335
63. H 0.500
64. H 0.493
65. H 0.403
66. C 0.408
67. Cl -0.117
68. Cl -0.129
69. Cl -0.096
70. H -0.065
71. Mg 0.923
72. O -0.594
73. Cl 1.590
74. O -0.789
75. O -0.639
76. O -0.664
77. C -1.078
78. C -0.324
79. O -0.365
80. C 0.157
81. O -0.673
82. C 0.873
83. F -0.293
84. F -0.283
85. F -0.343
86. H 0.274
87. H 0.469
88. H 0.209
89. H 0.317
90. H 0.288
91. H 0.314
92. C -0.228
93. Cl -0.094
94. Cl -0.173
95. H 0.259
96. H 0.243
97. C -0.294
98. C -0.313
99. O -0.309